This record from the Open Molecules 2025 dataset describes 10 unconnected molecules or ions with the total composition C52H122Br3N7O2. The level of theory is wB97M-V/def2-TZVPD.

Bonds (Å) are listed after each position.
Geometry (Å):
1 C -0.458 12.248 6.889  C2 1.503, H10 1.090, H11 1.090, H12 1.090
2 C 0.064 10.927 7.379  C1 1.503, C3 1.545, H13 1.090, H14 1.090
3 C -0.300 10.417 8.791  C2 1.545, N4 1.580, H15 1.090, H16 1.090
4 N 0.250 8.978 9.139  C3 1.580, C5 1.543, C6 1.542, C9 1.590
5 C 1.787 8.963 9.005  N4 1.543, H17 1.090, H18 1.090, H19 1.090
6 C -0.266 8.754 10.574  N4 1.542, C7 1.567, H20 1.090, H21 1.090
7 C -0.141 7.202 10.749  C6 1.567, C8 1.524, H22 1.090, H23 1.090
8 C -0.521 6.597 9.402  C7 1.524, C9 1.598, H24 1.090, H25 1.090
9 C -0.426 7.783 8.335  N4 1.590, C8 1.598, H26 1.090, H27 1.090
10 H -1.490 12.282 7.238  C1 1.090
11 H -0.400 12.262 5.800  C1 1.090
12 H 0.028 13.104 7.358  C1 1.090
13 H 1.126 10.877 7.136  C2 1.090
14 H -0.355 10.268 6.618  C2 1.090
15 H -1.382 10.347 8.905  C3 1.090
16 H 0.112 11.060 9.569  C3 1.090
17 H 2.157 7.950 9.165  C5 1.090
18 H 2.066 9.734 9.723  C5 1.090
19 H 2.065 9.246 7.990  C5 1.090
20 H 0.393 9.298 11.250  C6 1.090
21 H -1.259 9.120 10.836  C6 1.090
22 H 0.884 7.029 11.079  C7 1.090
23 H -0.823 6.769 11.481  C7 1.090
24 H 0.063 5.742 9.062  C8 1.090
25 H -1.516 6.159 9.335  C8 1.090
26 H 0.115 7.537 7.422  C9 1.090
27 H -1.390 8.167 8.001  C9 1.090
28 C 9.006 -10.181 -4.923  C29 1.511, H37 1.090, H38 1.090, H39 1.090
29 C 7.831 -9.640 -4.142  C28 1.511, C30 1.526, H40 1.090, H41 1.090
30 C 7.331 -8.283 -4.630  C29 1.526, N31 1.591, H42 1.090, H43 1.090
31 N 6.596 -7.546 -3.426  C30 1.591, C32 1.601, C33 1.533, C36 1.604
32 C 5.527 -8.424 -2.620  N31 1.601, H44 1.090, H45 1.090, H46 1.090
33 C 5.873 -6.292 -3.929  N31 1.533, C34 1.608, H47 1.090, H48 1.090
34 C 5.794 -5.255 -2.702  C33 1.608, C35 1.518, H49 1.090, H50 1.090
35 C 6.880 -5.743 -1.762  C34 1.518, C36 1.536, H51 1.090, H52 1.090
36 C 7.609 -6.974 -2.322  N31 1.604, C35 1.536, H53 1.090, H54 1.090
37 H 9.252 -11.186 -4.582  C28 1.090
38 H 9.955 -9.667 -4.768  C28 1.090
39 H 8.652 -10.314 -5.945  C28 1.090
40 H 8.021 -9.675 -3.069  C29 1.090
41 H 6.980 -10.316 -4.226  C29 1.090
42 H 6.648 -8.346 -5.477  C30 1.090
43 H 8.108 -7.561 -4.880  C30 1.090
44 H 5.074 -9.115 -3.331  C32 1.090
45 H 5.009 -7.746 -1.942  C32 1.090
46 H 6.069 -9.143 -2.005  C32 1.090
47 H 4.913 -6.662 -4.289  C33 1.090
48 H 6.412 -5.749 -4.705  C33 1.090
49 H 4.816 -5.443 -2.259  C34 1.090
50 H 5.871 -4.203 -2.976  C34 1.090
51 H 6.508 -6.138 -0.817  C35 1.090
52 H 7.516 -4.873 -1.597  C35 1.090
53 H 7.887 -7.825 -1.700  C36 1.090
54 H 8.459 -6.549 -2.855  C36 1.090
55 C -1.676 -10.963 -1.665  C56 1.573, H64 1.090, H65 1.090, H66 1.090
56 C -3.040 -10.313 -1.226  C55 1.573, C57 1.463, H67 1.090, H68 1.090
57 C -2.975 -8.860 -1.073  C56 1.463, N58 1.572, H69 1.090, H70 1.090
58 N -4.385 -8.256 -0.726  C57 1.572, C59 1.523, C60 1.545, C63 1.514
59 C -5.252 -8.268 -1.979  N58 1.523, H71 1.090, H72 1.090, H73 1.090
60 C -4.209 -6.807 -0.218  N58 1.545, C61 1.579, H74 1.090, H75 1.090
61 C -5.597 -6.510 0.472  C60 1.579, C62 1.591, H76 1.090, H77 1.090
62 C -6.189 -7.946 0.819  C61 1.591, C63 1.486, H78 1.090, H79 1.090
63 C -5.153 -8.924 0.395  N58 1.514, C62 1.486, H80 1.090, H81 1.090
64 H -1.598 -10.832 -2.744  C55 1.090
65 H -1.848 -12.035 -1.559  C55 1.090
66 H -0.795 -10.656 -1.102  C55 1.090
67 H -3.179 -10.829 -0.276  C56 1.090
68 H -3.854 -10.605 -1.890  C56 1.090
69 H -2.590 -8.538 -2.040  C57 1.090
70 H -2.210 -8.669 -0.320  C57 1.090
71 H -6.083 -7.571 -1.867  C59 1.090
72 H -5.715 -9.250 -2.076  C59 1.090
73 H -4.626 -7.878 -2.781  C59 1.090
74 H -3.988 -6.099 -1.017  C60 1.090
75 H -3.400 -6.975 0.493  C60 1.090
76 H -6.154 -6.033 -0.334  C61 1.090
77 H -5.548 -5.942 1.400  C61 1.090
78 H -7.120 -8.074 0.267  C62 1.090
79 H -6.618 -7.986 1.820  C62 1.090
80 H -5.583 -9.872 0.072  C63 1.090
81 H -4.501 -9.048 1.259  C63 1.090
82 C -4.774 -5.888 7.535  N83 1.564, H89 1.090, H90 1.090, H91 1.090
83 N -3.977 -7.086 8.147  C82 1.564, C84 1.521, C85 1.522, C86 1.575
84 C -3.919 -8.220 7.135  N83 1.521, H92 1.090, H93 1.090, H94 1.090
85 C -2.553 -6.598 8.369  N83 1.522, H95 1.090, H96 1.090, H97 1.090
86 C -4.837 -7.539 9.386  N83 1.575, C87 1.567, H98 1.090, H99 1.090
87 C -4.299 -8.772 10.190  C86 1.567, O88 1.382, H100 1.090, H101 1.090
88 O -2.920 -8.804 10.277  C87 1.382, H102 0.960
89 H -4.186 -5.628 6.655  C82 1.090
90 H -4.779 -5.110 8.298  C82 1.090
91 H -5.779 -6.226 7.284  C82 1.090
92 H -3.425 -9.079 7.590  C84 1.090
93 H -3.294 -7.887 6.307  C84 1.090
94 H -4.949 -8.461 6.873  C84 1.090
95 H -1.907 -7.463 8.511  C85 1.090
96 H -2.767 -5.988 9.247  C85 1.090
97 H -2.262 -6.153 7.418  C85 1.090
98 H -5.856 -7.741 9.055  C86 1.090
99 H -4.797 -6.688 10.065  C86 1.090
100 H -4.683 -9.624 9.629  C87 1.090
101 H -4.870 -8.870 11.113  C87 1.090
102 H -2.668 -9.599 10.753  O88 0.960
103 C -1.990 -0.613 2.272  N104 1.568, H110 1.090, H111 1.090, H112 1.090
104 N -0.569 0.030 2.111  C103 1.568, C105 1.564, C106 1.539, C107 1.540
105 C 0.162 -0.647 0.907  N104 1.564, H113 1.090, H114 1.090, H115 1.090
106 C -0.741 1.510 1.727  N104 1.539, H116 1.090, H117 1.090, H118 1.090
107 C 0.336 -0.137 3.346  N104 1.540, C108 1.595, H119 1.090, H120 1.090
108 C -0.322 0.308 4.729  C107 1.595, O109 1.410, H121 1.090, H122 1.090
109 O -0.972 -0.890 5.089  C108 1.410, H123 0.960
110 H -2.529 -0.160 3.104  C103 1.090
111 H -1.731 -1.649 2.489  C103 1.090
112 H -2.524 -0.576 1.322  C103 1.090
113 H 1.244 -0.512 0.906  C105 1.090
114 H -0.294 -0.478 -0.068  C105 1.090
115 H 0.029 -1.721 1.035  C105 1.090
116 H -1.340 1.518 0.817  C106 1.090
117 H 0.274 1.864 1.542  C106 1.090
118 H -1.240 2.075 2.514  C106 1.090
119 H 1.096 0.592 3.065  C107 1.090
120 H 0.734 -1.151 3.382  C107 1.090
121 H -1.012 1.152 4.731  C108 1.090
122 H 0.431 0.514 5.490  C108 1.090
123 H -1.077 -0.822 6.041  O109 0.960
124 C -6.539 13.024 -3.711  C125 1.598, H134 1.090, H135 1.090, H136 1.090
125 C -6.274 11.798 -2.721  C124 1.598, C126 1.506, H137 1.090, H138 1.090
126 C -4.812 11.443 -2.657  C125 1.506, C127 1.543, H139 1.090, H140 1.090
127 C -4.606 10.571 -1.401  C126 1.543, N128 1.555, H141 1.090, H142 1.090
128 N -3.175 9.971 -1.292  C127 1.555, C129 1.587, C132 1.506, C133 1.540
129 C -2.127 11.112 -0.949  N128 1.587, C130 1.559, H143 1.090, H144 1.090
130 C -1.321 11.400 -2.251  C129 1.559, C131 1.513, H145 1.090, H146 1.090
131 C -1.716 10.326 -3.241  C130 1.513, C132 1.550, H147 1.090, H148 1.090
132 C -2.524 9.265 -2.452  N128 1.506, C131 1.550, H149 1.090, H150 1.090
133 C -3.250 9.034 -0.072  N128 1.540, H151 1.090, H152 1.090, H153 1.090
134 H -6.072 12.854 -4.681  C124 1.090
135 H -6.258 13.985 -3.280  C124 1.090
136 H -7.623 13.095 -3.800  C124 1.090
137 H -6.929 10.980 -3.022  C125 1.090
138 H -6.619 12.034 -1.714  C125 1.090
139 H -4.148 12.292 -2.497  C126 1.090
140 H -4.438 10.979 -3.570  C126 1.090
141 H -5.318 9.746 -1.403  C127 1.090
142 H -4.817 11.083 -0.462  C127 1.090
143 H -1.384 10.823 -0.206  C129 1.090
144 H -2.645 11.988 -0.558  C129 1.090
145 H -0.249 11.285 -2.095  C130 1.090
146 H -1.377 12.394 -2.695  C130 1.090
147 H -0.890 9.766 -3.679  C131 1.090
148 H -2.363 10.674 -4.046  C131 1.090
149 H -1.876 8.453 -2.120  C132 1.090
150 H -3.398 8.924 -3.007  C132 1.090
151 H -4.114 8.387 -0.230  C133 1.090
152 H -3.422 9.674 0.793  C133 1.090
153 H -2.319 8.491 0.090  C133 1.090
154 C 2.688 1.631 -7.069  C155 1.550, H164 1.090, H165 1.090, H166 1.090
155 C 3.981 0.959 -7.596  C154 1.550, C156 1.539, H167 1.090, H168 1.090
156 C 4.176 1.233 -9.098  C155 1.539, C157 1.553, H169 1.090, H170 1.090
157 C 5.481 0.690 -9.741  C156 1.553, N158 1.571, H171 1.090, H172 1.090
158 N 5.541 0.616 -11.309  C157 1.571, C159 1.478, C162 1.548, C163 1.515
159 C 6.752 -0.072 -11.806  N158 1.478, C160 1.499, H173 1.090, H174 1.090
160 C 6.424 -0.679 -13.137  C159 1.499, C161 1.497, H175 1.090, H176 1.090
161 C 4.948 -0.921 -13.211  C160 1.497, C162 1.562, H177 1.090, H178 1.090
162 C 4.428 -0.299 -11.875  N158 1.548, C161 1.562, H179 1.090, H180 1.090
163 C 5.308 2.010 -11.855  N158 1.515, H181 1.090, H182 1.090, H183 1.090
164 H 2.671 2.694 -7.313  C154 1.090
165 H 2.563 1.462 -6.000  C154 1.090
166 H 1.795 1.156 -7.476  C154 1.090
167 H 4.015 -0.099 -7.336  C155 1.090
168 H 4.803 1.490 -7.115  C155 1.090
169 H 4.207 2.306 -9.287  C156 1.090
170 H 3.314 0.798 -9.603  C156 1.090
171 H 5.617 -0.351 -9.448  C157 1.090
172 H 6.397 1.149 -9.369  C157 1.090
173 H 7.563 0.646 -11.927  C159 1.090
174 H 7.008 -0.783 -11.020  C159 1.090
175 H 6.881 -0.135 -13.964  C160 1.090
176 H 6.780 -1.709 -13.163  C160 1.090
177 H 4.678 -0.380 -14.118  C161 1.090
178 H 4.700 -1.981 -13.256  C161 1.090
179 H 3.501 0.257 -12.020  C162 1.090
180 H 4.289 -1.092 -11.141  C162 1.090
181 H 4.301 2.363 -11.631  C163 1.090
182 H 5.442 2.049 -12.936  C163 1.090
183 H 6.044 2.653 -11.372  C163 1.090
184 Br -5.194 4.588 5.066  no bonds
185 Br -2.249 -0.657 11.682  no bonds
186 Br -5.808 3.547 -2.470  no bonds

HOMO-LUMO gap = 2.464 eV
E_tot = -280513.4485 eV
Total charge = +4
Multiplicity = 1